Record 1
Here is C2H3NO2S in the gas phase at a distorted geometry from the OMol25 dataset. Energies are from wB97M-V/def2-TZVPD.

Last column: natural (NBO) charge in e.
Positions of all 9 atoms, in Å:
O1 -2.132 0.785 -0.285  -0.5628
C1 -1.811 -0.268 0.200  0.6275
O2 -0.519 -0.626 0.427  -0.3494
N1 0.416 0.333 0.002  -0.3040
C2 1.712 -0.070 -0.044  -0.1047
S1 2.810 0.908 -0.726  -0.0815
H1 -2.477 -1.041 0.614  0.1482
H2 0.101 0.994 -0.651  0.4151
H3 1.901 -1.016 0.463  0.2117

The calculation puts the LUMO energy at 0.20 eV. For the total energy, the calculation gives -681.36477 Eh. Its SMILES is O=CONC=S. For the relative energy (zero: lowest compared OMol25 entry of this formula, charge and spin), the calculation gives 248.2 kJ/mol. The maximum force comes out at 2.10 eV/Å. As for the gap between HOMO and LUMO: 9.2 eV.


Record 2
Here is 13 unconnected molecules or ions with the total composition H28NO12 at a distorted geometry from the OMol25 dataset. Energies are from wB97M-V/def2-TZVPD.

Last column: natural (NBO) charge in e.
Positions of all 41 atoms, in Å:
N1 0.227 -0.410 0.258  -0.8808
H1 1.176 -0.396 0.206  0.4361
H2 -0.121 -0.520 -0.814  0.4962
H3 -0.004 0.425 0.628  0.4254
H4 -0.140 -1.253 0.726  0.4670
O1 2.689 1.020 -0.107  -0.9395
H5 2.833 1.653 0.613  0.4705
H6 2.483 1.824 -0.700  0.4994
O2 1.674 -3.255 0.705  -0.9422
H7 1.829 -2.891 1.674  0.4522
H8 2.226 -2.689 0.095  0.4910
O3 -2.279 -1.805 1.780  -0.9745
H9 -2.744 -1.002 2.037  0.4910
H10 -2.949 -2.513 1.559  0.4969
O4 3.563 -1.075 -0.647  -0.9945
H11 3.904 -0.021 -0.654  0.5131
H12 4.279 -1.572 -0.569  0.4624
O5 -3.046 -1.140 -0.862  -0.9788
H13 -3.351 -0.352 -0.496  0.4580
H14 -2.766 -1.680 -0.009  0.4799
O6 -0.331 1.921 1.761  -0.9682
H15 0.566 1.714 2.038  0.4884
H16 -0.666 1.563 2.629  0.4906
O7 -0.840 1.484 -1.798  -0.9388
H17 -1.617 1.508 -1.981  0.4373
H18 -0.466 2.400 -1.684  0.4974
O8 1.745 0.398 2.653  -0.9771
H19 2.369 1.128 2.575  0.4794
H20 2.207 -0.457 2.669  0.5118
O9 -0.265 3.981 -0.332  -0.9371
H21 -0.824 4.620 -0.027  0.4739
H22 -0.467 3.330 0.255  0.4693
O10 -1.181 -0.742 -3.164  -0.9383
H23 -1.080 -0.429 -4.049  0.4786
H24 -2.006 -0.427 -2.887  0.4856
O11 0.848 -2.460 -2.380  -0.9661
H25 0.508 -1.385 -2.676  0.4822
H26 1.923 -2.322 -2.429  0.4679
O12 -3.263 0.245 1.052  -0.9506
H27 -2.650 0.766 1.536  0.4828
H28 -3.996 0.817 0.816  0.5025

The calculation puts the LUMO energy at -3.54 eV. For the total energy, the calculation gives -974.00825 Eh. For the relative energy (zero: lowest compared OMol25 entry of this formula, charge and spin), the calculation gives 544.0 kJ/mol. The maximum force comes out at 16.36 eV/Å. As for the gap between HOMO and LUMO: 9.5 eV. As for the total charge: +1.


Record 3
Here is C23H38N4O in the gas phase from the OMol25 dataset. Energies are from wB97M-V/def2-TZVPD.

Last column: natural (NBO) charge in e.
Positions of all 66 atoms, in Å:
C1 1.550 3.687 -0.452  -0.6530
C2 1.206 2.394 -1.128  0.0321
C3 0.649 2.570 -2.512  -0.6380
C4 1.363 1.187 -0.596  -0.2127
C5 1.928 0.845 0.748  -0.4525
C6 3.421 0.496 0.666  -0.3670
C7 3.734 -0.774 -0.132  -0.2288
C8 5.248 -0.916 -0.290  -0.5988
C9 3.173 -2.034 0.545  -0.2106
N1 1.736 -2.171 0.368  -0.4611
C10 1.383 -2.788 -0.896  -0.2206
C11 -0.107 -2.598 -1.169  -0.4017
C12 -0.928 -3.192 -0.019  -0.0518
N2 -2.347 -3.004 -0.200  -0.1840
N3 -3.119 -4.093 -0.311  -0.2839
C13 -4.354 -3.660 -0.456  -0.0444
C14 -4.409 -2.262 -0.440  -0.3606
C15 -3.095 -1.871 -0.273  0.3097
N4 -2.541 -0.602 -0.188  -0.6301
C16 -3.233 0.577 -0.250  0.7077
O1 -4.429 0.647 -0.398  -0.5968
C17 -2.304 1.776 -0.090  -0.3267
C18 -1.828 1.901 1.377  -0.3992
C19 -2.613 3.083 1.943  -0.4022
C20 -2.708 4.032 0.754  -0.3960
C21 -3.027 3.094 -0.408  -0.4110
C22 -0.438 -2.660 1.332  -0.4008
C23 1.070 -2.865 1.453  -0.2164
H1 0.668 4.326 -0.398  0.2146
H2 2.303 4.218 -1.034  0.2190
H3 1.937 3.541 0.551  0.2146
H4 -0.233 3.211 -2.491  0.2108
H5 0.376 1.616 -2.959  0.2130
H6 1.386 3.052 -3.154  0.2149
H7 1.093 0.327 -1.195  0.1888
H8 1.393 -0.016 1.147  0.2293
H9 1.811 1.678 1.443  0.2026
H10 3.946 1.336 0.204  0.2008
H11 3.812 0.379 1.680  0.1951
H12 3.292 -0.676 -1.127  0.1990
H13 5.494 -1.786 -0.896  0.2068
H14 5.665 -0.036 -0.773  0.2111
H15 5.722 -1.030 0.683  0.2015
H16 3.700 -2.922 0.156  0.1743
H17 3.386 -1.973 1.615  0.1969
H18 1.961 -2.318 -1.693  0.2077
H19 1.623 -3.868 -0.894  0.1664
H20 -0.308 -1.532 -1.278  0.1924
H21 -0.381 -3.089 -2.104  0.2257
H22 -0.798 -4.281 -0.028  0.2370
H23 -5.161 -4.356 -0.566  0.2070
H24 -5.260 -1.623 -0.535  0.2533
H25 -1.542 -0.547 -0.056  0.4097
H26 -1.443 1.627 -0.746  0.2325
H27 -2.000 0.988 1.948  0.2118
H28 -0.760 2.121 1.394  0.2095
H29 -2.125 3.529 2.808  0.2105
H30 -3.613 2.759 2.233  0.2037
H31 -3.466 4.801 0.887  0.2133
H32 -1.744 4.521 0.596  0.1882
H33 -2.724 3.504 -1.370  0.2084
H34 -4.100 2.896 -0.445  0.2380
H35 -0.650 -1.595 1.431  0.1928
H36 -0.953 -3.185 2.138  0.2256
H37 1.415 -2.449 2.403  0.2060
H38 1.298 -3.947 1.450  0.1666

The calculation puts the LUMO energy at 0.68 eV. For the total energy, the calculation gives -1193.47711 Eh. Its SMILES is CC(C)=CCC[C@@H](C)CN1CCC(n2nccc2NC(=O)C2CCCC2)CC1. For the relative energy (zero: lowest compared OMol25 entry of this formula, charge and spin), the calculation gives 0.0 kJ/mol. The maximum force comes out at 0.88 eV/Å. As for the gap between HOMO and LUMO: 8.9 eV.


Record 4
Here is a molecular structure, C5H11N2O at a distorted geometry from the OMol25 dataset. Energies are from wB97M-V/def2-TZVPD.

Last column: Löwdin spin population.
Positions of all 19 atoms, in Å:
C1 2.487 -0.067 -0.462  0.1062
O1 3.374 0.111 0.548  0.7902
C2 1.024 -0.271 0.055  0.0081
C3 -0.125 -0.304 -0.953  -0.0014
C4 -1.446 -0.799 -0.570  -0.0155
C5 -2.445 0.279 -0.246  0.0092
N1 -3.729 0.256 0.560  0.0115
N2 0.780 0.751 1.043  0.0017
H1 2.737 -0.941 -1.127  0.0237
H2 2.446 0.831 -1.195  0.0659
H3 1.002 -1.346 0.530  0.0006
H4 0.429 -0.750 -1.830  -0.0002
H5 -0.095 0.781 -1.168  0.0006
H6 -1.921 -1.637 -1.042  -0.0008
H7 -2.191 1.322 -0.344  0.0005
H8 -3.589 0.066 -0.606  0.0008
H9 -3.801 -0.644 1.083  0.0003
H10 1.656 0.814 1.509  -0.0017
H11 0.013 0.540 1.635  0.0003

The calculation puts the LUMO energy (spin up / spin down) at -0.03 / -1.94 eV. For the total energy, the calculation gives -381.59547 Eh. For the relative energy (zero: lowest compared OMol25 entry of this formula, charge and spin), the calculation gives 531.0 kJ/mol. The maximum force comes out at 6.04 eV/Å. The spin multiplicity is 2. As for the gap between HOMO and LUMO (spin up / spin down): 8.2 / 6.3 eV.